Entry 1:
Computed, not measured: a cluster of 2 separate species, C15H21O in total in a non-equilibrium geometry, with ωB97M-V with the def2-TZVPD basis set.

```
37
Properties=species:S:1:pos:R:3:nbo_charge:R:1
C -1.55 -0.37 2.82 -0.28
O -1.47 -1.27 1.74 -0.41
C -0.26 -1.25 1.13 0.45
C 0.03 -2.07 0.03 -0.18
C 1.29 -2.07 -0.62 -0.08
C 1.51 -2.90 -1.69 -0.24
C 0.51 -3.75 -2.17 0.15
C 0.77 -4.63 -3.34 -0.66
C -0.73 -3.75 -1.53 -0.24
C -0.97 -2.94 -0.46 -0.08
H -2.55 -0.43 3.25 0.23
H -0.81 -0.63 3.58 0.20
H -1.37 0.65 2.46 0.21
H 0.49 -0.58 1.51 0.21
H 2.07 -1.42 -0.26 0.23
H 2.47 -2.90 -2.19 0.24
H -0.11 -5.23 -3.58 0.24
H 1.03 -4.05 -4.22 0.25
H 1.59 -5.32 -3.13 0.25
H -1.50 -4.41 -1.89 0.24
H -1.92 -2.94 0.04 0.24
C -2.28 3.34 0.42 -0.65
C -0.89 2.86 0.19 0.01
C -0.69 1.78 -0.57 -0.45
C 0.22 3.60 0.81 -0.25
C 1.51 3.32 0.70 -0.11
C 2.54 4.17 1.32 -0.66
H -2.29 4.26 1.01 0.22
H -2.78 3.55 -0.53 0.24
H -2.86 2.59 0.95 0.22
H 0.28 1.39 -0.77 0.18
H -1.52 1.27 -1.01 0.20
H -0.06 4.46 1.40 0.20
H 1.83 2.46 0.12 0.18
H 3.56 3.79 1.16 0.22
H 2.50 5.19 0.92 0.24
H 2.39 4.24 2.40 0.23
```

Computed properties:
LUMO energy in eV: -5.48
Energy relative to the best compared isomer or geometry (same formula, charge and spin) in kcal/mol: 0.0
Gap between HOMO and LUMO in eV: 5.552
Total charge: +1

***

Entry 2:
Computed, not measured: a structure of composition C15H22As3CrF18N4O4 in a non-equilibrium geometry, with ωB97M-V with the def2-TZVPD basis set.

```
67
Properties=species:S:1:pos:R:3:lowdin_spin:R:1
Cr -11.28 8.06 12.73 3.81
N -10.99 5.94 11.11 0.01
O -10.69 5.86 12.30 0.03
O -11.12 4.94 10.40 0.01
O -11.30 7.07 10.75 0.01
C -7.97 3.20 11.03 0.00
C -8.03 2.86 12.51 0.00
O -7.15 2.28 13.17 0.00
N -9.32 3.37 13.26 0.00
H -9.06 3.44 14.24 0.00
H -9.55 4.31 12.99 0.00
C -10.52 2.42 12.94 0.00
H -7.60 4.21 10.86 0.00
H -8.97 3.11 10.60 0.00
H -7.33 2.45 10.56 0.00
H -10.79 2.54 11.89 0.00
H -11.36 2.67 13.58 0.00
H -10.21 1.39 13.15 0.00
C -12.32 -2.04 2.63 0.01
N -11.91 -0.69 3.26 0.16
C -11.60 0.35 2.48 0.07
C -11.36 1.62 2.97 0.05
C -11.33 1.81 4.37 0.17
C -11.58 0.70 5.20 0.05
C -11.96 -0.52 4.59 0.09
C -11.15 3.15 5.06 0.09
C -10.52 3.30 6.35 0.08
C -10.48 4.51 7.07 0.02
N -11.05 5.56 6.57 0.09
C -11.64 5.50 5.32 0.03
C -11.67 4.33 4.57 0.04
C -11.08 6.82 7.34 0.01
H -12.28 -2.81 3.41 0.00
H -11.61 -2.31 1.85 0.00
H -13.29 -1.95 2.14 0.00
H -11.53 0.11 1.43 0.01
H -11.16 2.46 2.32 0.00
H -11.54 0.80 6.27 0.00
H -12.26 -1.37 5.17 0.01
H -10.15 2.41 6.83 0.00
H -10.11 4.54 8.08 0.00
H -12.08 6.41 4.93 0.00
H -12.17 4.43 3.62 0.00
H -11.73 7.57 6.89 0.00
H -10.10 7.18 7.63 0.00
H -11.45 6.51 8.32 0.00
As -10.37 11.16 10.91 0.00
F -9.22 9.85 10.39 0.00
F -11.36 11.08 9.40 0.00
F -11.44 12.44 11.68 0.00
F -9.49 11.22 12.50 0.00
F -9.41 12.49 10.26 0.00
F -11.35 9.80 11.57 0.03
As -12.28 5.56 15.36 0.00
F -12.72 4.14 16.47 0.00
F -12.74 4.57 13.85 0.00
F -11.85 6.95 14.24 0.04
F -11.90 6.75 16.71 0.00
F -10.55 5.10 15.18 0.00
F -13.96 6.16 15.52 0.00
As -7.41 7.92 13.12 0.00
F -9.15 8.09 12.71 0.04
F -7.14 8.18 11.35 0.00
F -5.61 7.56 13.38 0.00
F -7.82 7.65 14.87 0.00
F -7.66 6.12 12.82 0.00
F -7.23 9.60 13.51 0.00
```

Computed properties:
LUMO energy (spin up / spin down) in eV: -1.56 / -2.05
Multiplicity: 6
Energy relative to the best compared isomer or geometry (same formula, charge and spin) in kcal/mol: 10.1
Gap between HOMO and LUMO (spin up / spin down) in eV: 5.726 / 9.200

***

Entry 3:
Computed, not measured: a structure of composition C15H22As7F42N3O in a non-equilibrium geometry, with ωB97M-V with the def2-TZVPD basis set.

```
90
Properties=species:S:1:pos:R:3:lowdin_charge:R:1
C 35.71 -19.08 0.43 0.02
C 34.51 -18.70 -0.37 -0.41
O 34.23 -19.12 -1.43 0.21
N 33.54 -17.76 0.31 0.07
H 32.91 -18.33 0.90 0.17
H 34.13 -17.27 1.00 0.16
C 32.92 -16.74 -0.60 0.02
H 35.44 -19.66 1.31 0.10
H 36.27 -18.19 0.72 0.09
H 36.37 -19.72 -0.15 0.09
H 33.63 -16.12 -1.12 0.11
H 32.31 -16.13 0.06 0.09
H 32.39 -17.38 -1.30 0.09
C 21.45 -16.95 -1.36 0.07
N 22.81 -16.43 -1.10 -0.04
C 23.88 -17.25 -1.08 0.04
C 25.14 -16.77 -0.80 0.06
C 25.35 -15.40 -0.73 -0.13
C 24.26 -14.57 -0.96 0.04
C 23.01 -15.11 -1.18 -0.01
C 26.68 -14.76 -0.51 -0.10
C 26.91 -13.80 0.48 0.06
C 28.17 -13.28 0.62 0.01
N 29.20 -13.78 -0.09 -0.06
C 29.01 -14.68 -1.05 -0.02
C 27.74 -15.11 -1.35 0.06
C 30.55 -13.25 0.16 0.02
H 21.35 -17.91 -0.87 0.11
H 21.36 -17.00 -2.45 0.11
H 20.71 -16.27 -0.95 0.08
H 23.66 -18.30 -1.25 0.15
H 25.91 -17.52 -0.65 0.12
H 24.36 -13.50 -0.85 0.14
H 22.20 -14.41 -1.34 0.12
H 26.08 -13.49 1.10 0.14
H 28.44 -12.61 1.42 0.11
H 29.90 -15.10 -1.49 0.12
H 27.63 -15.88 -2.10 0.15
H 30.90 -12.77 -0.75 0.08
H 31.24 -14.02 0.50 0.09
H 30.45 -12.51 0.95 0.10
As 31.79 -13.51 -3.78 0.71
F 31.11 -13.34 -5.36 -0.24
F 30.23 -13.25 -3.02 -0.25
F 32.48 -13.71 -2.18 -0.29
F 33.38 -13.71 -4.47 -0.28
F 32.08 -11.80 -3.70 -0.27
F 31.48 -15.21 -3.82 -0.25
As 27.76 -11.67 4.56 0.69
F 26.44 -12.10 5.59 -0.26
F 27.79 -10.12 5.34 -0.28
F 29.04 -11.15 3.48 -0.29
F 27.74 -13.23 3.78 -0.27
F 26.65 -11.03 3.39 -0.27
F 28.86 -12.37 5.70 -0.27
As 23.61 -21.81 0.75 0.69
F 22.31 -20.69 1.05 -0.28
F 24.42 -21.28 2.20 -0.29
F 24.92 -22.88 0.36 -0.28
F 22.70 -22.44 -0.56 -0.25
F 24.38 -20.56 -0.19 -0.27
F 22.86 -23.04 1.76 -0.31
As 22.92 -13.98 -4.88 0.70
F 23.66 -15.34 -4.06 -0.27
F 21.63 -15.03 -5.33 -0.26
F 22.18 -12.66 -5.72 -0.27
F 24.26 -12.96 -4.42 -0.28
F 23.79 -14.40 -6.34 -0.28
F 22.08 -13.59 -3.42 -0.25
As 18.77 -13.52 -0.38 0.69
F 18.43 -14.68 -1.61 -0.26
F 17.79 -12.36 -1.24 -0.28
F 19.06 -12.28 0.81 -0.28
F 19.77 -14.66 0.48 -0.27
F 20.21 -13.00 -1.21 -0.26
F 17.39 -14.07 0.52 -0.28
As 29.72 -18.83 0.11 0.72
F 29.54 -20.03 1.34 -0.24
F 31.40 -19.37 -0.15 -0.29
F 29.98 -17.61 -1.10 -0.25
F 28.09 -18.31 0.32 -0.23
F 30.23 -17.70 1.36 -0.28
F 29.22 -19.94 -1.09 -0.22
As 21.26 -20.67 -3.92 0.70
F 20.41 -19.16 -3.96 -0.27
F 21.28 -20.80 -5.66 -0.29
F 21.98 -22.24 -3.73 -0.28
F 21.22 -20.55 -2.18 -0.27
F 19.72 -21.52 -3.98 -0.30
F 22.83 -19.95 -3.98 -0.26
```

Computed properties:
LUMO energy in eV: 3.73
Energy relative to the best compared isomer or geometry (same formula, charge and spin) in kcal/mol: 0.0
Gap between HOMO and LUMO in eV: 7.286
Total charge: -4

***

Entry 4:
Computed, not measured: a structure of composition C15H22AsBF6N8OZn, with ωB97M-V with the def2-TZVPD basis set.

```
55
Properties=species:S:1:pos:R:3:lowdin_spin:R:1
Zn 0.22 -0.41 0.21 0.00
C 3.10 -3.43 1.14 0.00
C 1.96 -2.74 1.53 0.00
N 1.63 -1.85 0.61 0.00
N 2.54 -1.94 -0.38 0.00
C 3.44 -2.89 -0.08 0.00
B 2.46 -1.03 -1.63 0.00
N 2.54 0.45 -1.19 0.00
C 3.32 1.43 -1.64 0.00
C 2.91 2.62 -1.05 0.00
C 1.85 2.26 -0.24 0.00
N 1.63 0.96 -0.31 0.00
N 1.10 -1.26 -2.34 0.00
C 0.85 -1.52 -3.63 0.00
C -0.51 -1.49 -3.83 0.00
C -1.05 -1.19 -2.58 0.00
N -0.07 -1.06 -1.69 0.00
H 3.61 -4.21 1.67 0.00
H 1.36 -2.85 2.42 0.00
H 4.24 -3.10 -0.75 0.00
H 3.36 -1.29 -2.38 0.00
H 4.10 1.23 -2.35 0.00
H 3.33 3.60 -1.20 0.00
H 1.21 2.88 0.38 0.00
H 1.66 -1.70 -4.31 0.00
H -1.04 -1.66 -4.75 0.00
H -2.07 -1.04 -2.29 0.00
C -3.32 -1.48 1.36 0.07
N -3.01 -0.79 2.58 0.54
C -4.10 -0.33 3.41 0.06
C -3.58 0.09 4.76 0.00
C -2.48 1.10 4.56 0.01
N -1.45 0.54 3.69 0.16
C -0.17 1.23 3.69 0.02
C -1.65 -0.41 2.78 0.01
O -0.78 -0.92 2.06 -0.02
H -4.22 -2.06 1.50 0.01
H -2.47 -2.09 1.05 0.01
H -3.49 -0.71 0.58 0.04
H -4.84 -1.14 3.45 0.01
H -4.56 0.51 2.86 0.03
H -3.20 -0.79 5.30 0.00
H -4.39 0.52 5.35 0.00
H -1.99 1.37 5.50 0.00
H -2.84 2.01 4.09 0.01
H 0.18 1.32 4.72 0.01
H -0.32 2.23 3.27 0.01
H 0.56 0.68 3.10 0.00
F -1.34 0.97 0.44 0.00
As -2.65 2.15 -0.02 0.00
F -3.46 0.79 -0.76 0.01
F -1.80 2.47 -1.47 0.00
F -1.75 3.33 0.87 0.00
F -3.94 3.22 -0.35 0.00
F -3.42 1.66 1.51 0.01
```

Computed properties:
LUMO energy (spin up / spin down) in eV: -2.45 / -7.36
Multiplicity: 2
Gap between HOMO and LUMO (spin up / spin down) in eV: 9.260 / 4.349
Total charge: +1

***

no.,energy (eV)
1,-17934.534
2,-289917.002
3,-562461.964
4,-156118.740